A 6-piece molecular cluster, C17H48O17PS6 overall at a distorted geometry, computed with ωB97M-V/def2-TZVPD.

Each line ends with the Löwdin charge.
Element x y z (Å)
O 4.956 -3.350 -0.258  -0.505
P 4.718 -4.701 -1.095  0.614
S 3.208 -4.279 -2.589  0.822
C 1.555 -5.010 -2.094  -0.382
C 0.573 -4.005 -1.250  -0.225
O -0.201 -4.809 -0.250  -0.123
H 4.210 -5.696 -0.186  0.035
H 6.000 -5.106 -1.679  0.048
H 3.095 -2.853 -2.649  0.067
H 0.988 -5.331 -3.093  0.137
H 1.773 -5.971 -1.429  0.122
H 1.118 -3.171 -0.636  0.118
H -0.249 -3.487 -1.938  0.130
H -0.233 -5.775 -0.534  0.110
O -3.311 -1.564 0.903  -0.293
S -2.654 -0.707 1.866  0.626
O -1.966 0.504 1.475  -0.288
O -1.648 -1.609 2.779  -0.255
C -0.677 -2.416 2.129  -0.262
C 0.506 -1.589 1.659  -0.065
C -3.813 -0.302 3.149  -0.103
H -1.124 -2.973 1.299  0.099
H -0.329 -3.151 2.862  0.133
H 0.214 -0.908 0.854  0.078
H 1.305 -2.234 1.284  0.066
H 0.898 -0.973 2.476  0.072
H -4.296 -1.219 3.491  0.075
H -4.555 0.379 2.730  0.084
H -3.279 0.185 3.967  0.080
O 3.754 2.577 1.631  -0.300
S 3.308 3.177 2.869  0.625
O 3.588 2.583 4.158  -0.287
O 1.708 3.476 2.767  -0.262
C 0.836 2.410 2.422  -0.274
C 0.581 1.498 3.608  -0.076
C 3.846 4.869 2.905  -0.122
H 1.226 1.848 1.567  0.112
H -0.111 2.860 2.108  0.124
H 1.489 0.955 3.888  0.073
H -0.193 0.763 3.371  0.045
H 0.268 2.076 4.482  0.092
H 3.586 5.343 1.956  0.059
H 4.928 4.876 3.043  0.081
H 3.360 5.378 3.740  0.078
O -6.486 -5.969 3.356  -0.288
S -7.452 -5.156 2.650  0.625
O -8.211 -5.664 1.527  -0.284
O -6.748 -3.752 2.213  -0.269
C -5.541 -3.799 1.467  -0.283
C -5.805 -4.110 0.006  -0.068
C -8.590 -4.474 3.831  -0.123
H -4.839 -4.516 1.904  0.120
H -5.079 -2.808 1.543  0.084
H -6.176 -5.132 -0.117  0.073
H -4.888 -4.010 -0.583  0.075
H -6.566 -3.438 -0.403  0.089
H -8.024 -4.037 4.655  0.074
H -9.221 -5.285 4.198  0.079
H -9.204 -3.719 3.336  0.076
O 5.384 5.959 0.226  -0.292
S 5.982 5.825 -1.084  0.630
O 7.365 6.170 -1.338  -0.280
O 5.043 6.588 -2.177  -0.267
C 4.705 7.949 -1.953  -0.279
C 5.856 8.871 -2.311  -0.075
C 5.702 4.172 -1.669  -0.121
H 4.379 8.105 -0.920  0.116
H 3.851 8.177 -2.599  0.124
H 6.694 8.739 -1.621  0.073
H 5.541 9.918 -2.264  0.083
H 6.228 8.655 -3.317  0.087
H 4.648 3.923 -1.535  0.073
H 6.325 3.496 -1.081  0.078
H 5.984 4.116 -2.723  0.074
O -0.951 -1.401 -2.681  -0.319
S -1.918 -0.589 -3.387  0.633
O -2.677 -1.097 -4.510  -0.276
O -1.214 0.815 -3.823  -0.257
C -0.006 0.769 -4.570  -0.281
C -0.270 0.457 -6.031  -0.074
C -3.055 0.093 -2.206  -0.108
H 0.696 0.051 -4.132  0.105
H 0.455 1.759 -4.494  0.127
H -0.641 -0.565 -6.154  0.070
H 0.646 0.557 -6.620  0.082
H -1.032 1.129 -6.440  0.091
H -2.489 0.530 -1.382  0.065
H -3.686 -0.718 -1.839  0.073
H -3.669 0.848 -2.701  0.083

Force components x, y, z for each atom (eV/Å):
-1.020 -4.782 -3.377
2.605 5.773 5.485
-1.024 0.150 -1.494
-2.112 -0.536 0.535
-1.353 0.124 0.362
1.534 -0.718 -1.772
-0.091 -0.020 -1.237
-1.545 -0.157 -0.230
0.131 -1.647 0.798
1.660 0.666 2.084
-0.127 2.080 -1.500
-0.783 -1.738 -1.280
2.151 -1.043 1.143
-0.132 1.909 0.426
0.811 0.721 0.145
0.183 -0.140 0.958
-0.492 -0.989 -0.253
-1.218 0.863 -0.243
0.871 -0.596 -0.592
0.008 0.354 -0.176
0.121 -0.124 0.081
-0.110 0.118 0.141
-0.345 0.210 0.063
0.027 -0.062 0.049
-0.029 -0.008 0.177
0.024 -0.244 -0.140
0.115 0.090 -0.076
0.158 -0.071 -0.101
-0.016 -0.082 -0.164
-0.371 -0.106 0.856
-0.252 0.698 0.354
-0.157 0.033 -1.242
1.239 0.359 -0.023
-0.736 -0.843 -0.043
0.154 -0.229 0.265
-0.268 0.033 -0.045
0.105 0.128 0.067
0.315 0.180 0.021
-0.081 0.085 -0.006
0.037 0.215 -0.027
0.002 -0.037 -0.169
0.096 -0.133 0.135
-0.130 -0.150 -0.064
0.039 -0.179 -0.090
-0.562 0.436 -0.864
-0.181 0.355 -0.078
0.892 0.152 0.904
-0.893 -0.674 0.826
0.842 0.045 -0.735
-0.161 -0.291 -0.186
0.090 0.208 -0.025
-0.179 -0.011 0.076
-0.338 -0.222 0.190
0.055 0.136 0.010
-0.038 0.071 0.120
0.162 -0.023 0.080
-0.042 -0.086 -0.161
0.157 -0.013 -0.150
0.124 -0.143 0.018
0.594 0.223 -0.786
-0.017 0.094 -0.643
-1.198 -0.152 0.579
0.501 -1.294 0.602
-0.095 1.248 0.090
0.370 0.033 0.116
-0.165 0.045 -0.144
0.079 -0.179 -0.061
0.097 -0.387 0.065
-0.127 0.038 -0.087
-0.045 -0.137 -0.023
-0.148 0.054 0.112
0.157 0.089 0.034
-0.029 0.214 0.040
-0.009 0.105 0.170
-0.068 -0.027 -0.656
-0.923 1.177 -0.322
1.066 -0.023 0.952
-0.746 -0.893 0.857
0.776 0.050 -0.839
-0.155 -0.298 -0.191
0.164 0.136 -0.019
-0.165 0.006 0.097
-0.291 -0.111 0.262
0.046 0.135 0.002
-0.067 0.065 0.103
0.188 -0.038 0.091
-0.038 -0.088 -0.102
0.169 -0.030 -0.091
0.158 -0.146 -0.032

Computed properties:
Relative energy (zero: lowest compared OMol25 entry of this formula, charge and spin) ... 59.7 kcal per mole
Charge ... +1
HOMO-LUMO gap ... 7.06 eV
Highest occupied orbital energy ... -12.21 eV

C43H45BrN5O4SV as an isolated structure, computed with ωB97M-V/def2-TZVPD.

Each line ends with the Löwdin charge.
Element x y z (Å)
V -0.543 -0.136 0.381  0.858
C 3.090 -3.380 6.804  -0.061
C 2.022 -2.674 6.011  -0.277
C 2.225 -2.336 4.679  -0.020
C 1.241 -1.682 3.952  -0.030
C 0.040 -1.374 4.560  -0.273
C -0.193 -1.710 5.888  -0.055
C 0.801 -2.353 6.606  -0.049
S -1.277 -0.655 3.609  0.592
O -2.069 0.120 4.540  -0.321
O -1.932 -1.731 2.917  -0.287
N -0.560 0.268 2.505  -0.188
C 0.167 1.373 2.902  -0.264
C 0.342 1.850 4.193  -0.028
C 1.103 3.001 4.453  -0.082
C 1.699 3.720 3.454  -0.068
C 1.561 3.273 2.122  -0.165
C 2.144 3.946 1.026  -0.007
C 1.986 3.459 -0.238  -0.034
C 1.245 2.280 -0.414  -0.127
N 0.687 1.628 0.577  0.056
C 0.819 2.101 1.849  -0.136
H 3.942 -3.633 6.174  0.070
H 2.706 -4.304 7.241  0.076
H 3.448 -2.754 7.623  0.076
H 3.149 -2.602 4.180  0.110
H 1.391 -1.456 2.907  0.089
H -1.139 -1.454 6.345  0.111
H 0.627 -2.617 7.643  0.108
H -0.142 1.349 5.017  0.096
H 1.199 3.327 5.481  0.103
H 2.273 4.615 3.659  0.102
H 2.712 4.851 1.212  0.114
H 2.418 3.947 -1.102  0.104
H 1.122 1.858 -1.403  0.069
Br 3.238 1.499 -3.672  0.724
C 3.849 0.706 -2.037  -0.739
C 5.142 0.988 -1.631  -0.123
C 5.558 0.393 -0.449  -0.059
C 4.682 -0.430 0.234  -0.002
C 3.398 -0.618 -0.263  -0.157
N 2.988 -0.044 -1.399  0.107
C 2.431 -1.499 0.532  -0.600
O 2.955 -2.307 1.302  0.021
O 1.202 -1.280 0.365  -0.130
H 5.780 1.639 -2.211  0.091
H 6.557 0.573 -0.072  0.105
H 4.955 -0.940 1.146  0.115
C -0.424 2.682 -3.971  -0.091
C -1.535 2.073 -3.103  -0.328
C -1.142 0.610 -2.850  -0.058
C -1.862 2.983 -1.906  -0.112
C -1.946 4.354 -2.161  -0.057
C -2.234 5.273 -1.171  -0.086
C -2.452 4.838 0.125  -0.040
C -2.416 3.486 0.429  -0.129
C -2.720 3.006 1.835  -0.360
C -2.168 3.935 2.915  -0.063
C -4.227 2.822 2.037  -0.043
C -2.143 2.559 -0.595  -0.169
N -2.165 1.182 -0.273  -0.024
C -3.292 0.544 -0.372  -0.107
C -3.362 -0.848 -0.239  -0.332
C -4.508 -1.655 -0.298  -0.045
C -4.055 -2.952 -0.174  -0.054
C -2.646 -2.888 -0.048  -0.263
N -2.217 -1.619 -0.095  0.072
C -1.789 -4.122 0.126  -0.543
C -2.015 -5.058 -1.070  -0.056
C -2.220 -4.835 1.416  -0.044
C -0.308 -3.795 0.225  -0.056
H -0.635 3.692 -4.312  0.058
H -0.270 2.062 -4.855  0.076
H 0.518 2.706 -3.421  0.028
H -2.442 2.047 -3.721  0.140
H -0.238 0.535 -2.233  0.061
H -0.886 0.158 -3.811  0.084
H -1.923 0.006 -2.401  0.061
H -1.792 4.719 -3.167  0.093
H -2.287 6.328 -1.411  0.095
H -2.664 5.557 0.905  0.104
H -2.254 2.027 1.961  0.104
H -2.730 4.871 2.964  0.071
H -1.118 4.174 2.744  0.071
H -2.249 3.448 3.887  0.083
H -4.750 3.770 1.884  0.080
H -4.427 2.473 3.051  0.083
H -4.641 2.090 1.343  0.062
H -4.206 1.082 -0.637  0.141
H -5.524 -1.307 -0.406  0.095
H -4.650 -3.852 -0.164  0.092
H -3.065 -5.337 -1.168  0.069
H -1.427 -5.970 -0.945  0.077
H -1.705 -4.574 -1.999  0.085
H -3.260 -5.162 1.361  0.074
H -2.116 -4.160 2.266  0.072
H -1.592 -5.714 1.583  0.080
H 0.038 -3.241 -0.648  0.079
H 0.270 -4.720 0.296  0.089
H -0.094 -3.192 1.104  0.070

Force components x, y, z for each atom (eV/Å):
-0.223 -0.391 -0.059
-0.011 0.001 -0.007
-0.032 0.000 0.022
0.015 -0.027 0.011
-0.059 -0.104 -0.048
-0.081 -0.025 0.054
0.096 0.070 0.023
0.028 0.014 -0.043
-0.097 0.144 -0.024
-0.009 0.006 -0.009
0.020 -0.001 -0.048
0.025 0.014 -0.074
0.056 -0.010 0.109
-0.026 -0.073 -0.033
0.019 0.051 -0.027
-0.019 -0.031 0.036
-0.026 -0.097 -0.008
0.006 -0.003 -0.032
0.038 0.052 0.008
-0.038 -0.018 -0.035
-0.006 0.031 0.042
0.018 0.101 0.014
0.008 0.002 -0.007
-0.001 -0.007 0.011
0.006 0.002 0.007
0.023 0.023 -0.018
0.067 -0.012 -0.060
-0.033 0.004 0.004
-0.002 -0.009 0.019
0.006 0.010 0.006
0.008 0.010 0.014
0.008 0.018 0.014
0.010 0.014 -0.010
-0.001 0.005 0.006
0.013 0.017 0.033
-0.008 -0.004 0.005
0.003 0.034 -0.051
0.015 -0.046 0.082
-0.029 0.063 -0.095
0.027 -0.021 0.049
0.047 -0.026 -0.089
0.014 -0.031 0.030
0.081 0.086 0.207
-0.053 0.027 -0.079
-0.106 0.147 -0.096
-0.001 -0.008 -0.005
0.006 0.000 0.001
-0.008 -0.003 0.012
-0.010 0.015 -0.020
-0.011 -0.033 -0.038
0.043 0.038 0.014
0.016 -0.041 0.030
-0.010 0.037 0.012
-0.002 -0.004 -0.003
0.032 0.024 -0.013
0.017 -0.055 0.017
0.003 -0.007 0.032
-0.029 -0.014 -0.015
0.000 -0.028 -0.019
-0.095 0.079 -0.071
0.169 -0.212 0.197
0.021 0.107 -0.185
-0.081 -0.070 -0.119
0.050 0.036 0.007
0.038 -0.035 0.007
-0.067 -0.011 -0.006
0.130 0.189 0.163
0.019 -0.024 0.021
0.004 0.020 0.011
0.012 0.015 -0.015
-0.032 0.008 -0.011
-0.009 -0.015 -0.029
0.019 -0.017 -0.012
0.012 0.022 0.020
-0.016 0.001 0.038
-0.043 -0.012 -0.008
0.008 -0.003 0.006
-0.022 -0.021 -0.001
-0.002 0.008 0.003
0.001 0.007 -0.003
-0.002 0.012 0.016
0.009 0.037 -0.008
0.001 0.014 0.001
0.053 0.007 -0.001
-0.003 -0.017 0.028
-0.008 0.012 -0.001
-0.007 -0.016 0.018
-0.006 0.020 0.025
0.025 -0.016 0.051
-0.022 0.006 -0.010
-0.010 -0.013 -0.001
-0.017 -0.004 -0.003
0.013 -0.024 0.000
0.004 0.004 -0.022
-0.021 0.001 0.002
0.000 0.001 0.023
0.008 -0.023 0.000
0.011 -0.002 0.004
0.008 -0.011 0.010
0.004 0.009 -0.003

Computed properties:
Charge ... -1
HOMO-LUMO gap (alpha / beta) ... 6.35 / 6.87 eV
2S+1 ... 4
Highest occupied orbital energy (alpha / beta) ... -4.10 / -4.62 eV

One molecule with the formula C2H5N3O3 at a distorted geometry, computed with ωB97M-V/def2-TZVPD.

Each line ends with the Löwdin charge.
Element x y z (Å)
C 1.529 -0.679 -0.299  -0.091
N 0.525 -0.472 0.658  -0.096
N -0.454 0.357 0.280  -0.007
C -0.447 1.651 -0.015  -0.358
O 0.503 2.371 -0.042  0.054
N -1.803 -0.538 -0.055  -0.305
O -2.688 0.108 -0.518  0.096
O -1.658 -1.711 0.191  0.109
H 2.319 -1.482 0.094  0.135
H 0.933 -1.159 -1.067  0.084
H 2.131 0.158 -0.530  0.060
H 0.641 -0.738 1.613  0.142
H -1.532 2.135 -0.309  0.177

Force components x, y, z for each atom (eV/Å):
1.826 -3.792 0.579
-0.381 1.643 0.739
-1.369 -4.116 1.438
-3.518 2.955 -1.553
1.468 0.302 0.411
1.842 0.574 0.089
-0.526 -0.753 0.133
-0.572 1.679 -0.363
-1.898 1.475 -0.706
0.931 0.121 -1.261
0.179 1.121 -0.666
-0.223 0.471 0.442
2.242 -1.679 0.718

Computed properties:
Relative energy (zero: lowest compared OMol25 entry of this formula, charge and spin) ... 124.3 kcal per mole
SMILES ... CNN(C=O)[N+](=O)[O-]
HOMO-LUMO gap ... 9.64 eV
Highest occupied orbital energy ... -9.61 eV